Computed, not measured: a cluster of 9 separate species, C26H47N5O8S4 in total at a distorted geometry, with ωB97M-V/def2-TZVPD.

```
90
Properties=species:S:1:pos:R:3:forces:R:3
C -2.755458 -1.359866 -4.342236 -1.165 -0.693 1.715
C -2.290560 -0.157462 -4.988407 1.039 0.180 0.254
N -1.822841 0.785024 -5.449048 -0.245 -0.042 -0.116
H -3.659879 -1.669614 -4.860182 -0.149 -0.178 0.022
H -3.048485 -1.165924 -3.249910 0.524 0.017 -1.597
H -2.071568 -2.225694 -4.329555 0.079 0.738 -0.270
C 4.257022 1.571223 -0.603713 -0.784 0.011 -0.522
C 4.755564 0.238466 -0.310853 0.026 0.931 0.184
N 5.048469 -0.773709 0.124783 0.450 -1.144 -0.076
H 3.164715 1.428497 -0.470415 0.521 0.697 0.179
H 4.344161 1.828139 -1.687718 0.330 0.083 1.055
H 4.690348 2.305198 0.126755 -0.509 -0.570 -0.989
C 5.953266 -1.451713 3.075674 -0.195 -0.787 0.506
C 4.565910 -1.067514 3.033540 -0.667 -0.374 0.234
N 3.448844 -0.821069 2.974052 -0.338 0.239 0.032
H 6.049988 -2.566784 3.113052 0.017 1.043 -0.274
H 6.402074 -1.022975 3.957741 0.273 0.052 0.300
H 6.360817 -0.993527 2.202645 0.802 -0.161 -0.669
C -4.700202 2.062203 -0.423901 -1.987 -0.651 0.043
C -5.960859 2.631996 -0.950010 -0.680 -0.367 -0.509
N -6.962609 2.921651 -1.448534 0.855 0.022 0.530
H -4.144769 1.736408 -1.284998 0.596 -0.150 -0.096
H -4.992332 1.182265 0.208454 0.548 0.837 -0.435
H -4.215417 2.819723 0.145253 0.705 0.301 0.513
C 0.618842 0.548973 -0.804998 -1.131 0.353 -0.174
C -0.781747 0.607348 -1.301396 0.123 0.127 0.280
N -1.857656 0.642987 -1.717619 0.575 -0.077 0.334
H 0.687753 -0.333453 -0.183503 0.236 -0.278 -0.133
H 0.870736 1.419531 -0.189251 -0.269 -0.049 -0.266
H 1.227967 0.561788 -1.700738 0.399 -0.269 0.106
C 2.989343 -3.804229 0.897692 -0.074 0.605 -1.305
C 3.476251 -4.444416 -0.452577 -0.587 -1.653 0.135
C 2.252086 -4.607110 -1.439294 1.274 1.208 -0.828
S 0.995671 -3.514977 -0.830548 1.243 0.228 0.113
O 0.026993 -4.350618 -0.191494 -1.479 -0.300 0.390
O 0.664246 -2.558346 -1.867996 -0.527 -0.217 0.369
C 2.023572 -2.726148 0.412396 0.618 0.612 -0.713
H 3.878831 -3.401789 1.398193 -0.526 0.068 0.095
H 2.395621 -4.432208 1.582142 0.632 -0.307 -0.427
H 3.646031 -5.514333 -0.273999 0.988 0.405 0.209
H 4.398109 -3.963659 -0.860191 -1.021 -0.204 0.278
H 1.966684 -5.652883 -1.418919 -0.561 0.177 -0.125
H 2.377413 -4.238757 -2.490102 0.384 -0.590 0.878
H 1.404158 -2.303836 1.174128 -0.396 0.300 0.338
H 2.507943 -1.929159 -0.190578 0.048 -0.351 0.634
C -3.121821 -4.343303 1.276984 -0.625 -1.273 -1.884
C -3.973050 -3.437249 0.378375 -0.805 0.049 -0.311
C -3.122617 -2.264261 -0.103150 0.623 -0.680 0.491
S -2.138022 -1.856243 1.383890 0.118 -0.036 0.542
O -2.818062 -0.832551 2.152894 -0.175 -0.183 -0.357
O -0.713099 -1.641417 1.175459 -0.763 -0.140 -0.482
C -2.389500 -3.467014 2.207982 2.265 0.764 1.050
H -2.403729 -4.849109 0.583651 -0.404 0.197 0.754
H -3.786926 -5.110628 1.713778 0.590 0.374 0.149
H -4.840651 -3.032201 0.923216 0.312 -0.088 0.077
H -4.420151 -3.961874 -0.484095 0.402 0.032 0.330
H -3.784218 -1.452703 -0.297652 0.024 0.960 -0.388
H -2.451468 -2.515939 -0.935678 -0.124 0.177 0.292
H -2.824988 -3.219305 3.164405 -0.676 0.013 0.104
H -1.350693 -3.785047 2.462754 -0.725 -0.026 -0.433
C 0.179062 1.141695 2.827806 0.036 0.318 0.377
C 1.277030 2.217727 3.134477 -1.881 -0.144 -1.091
C 0.523074 3.489597 3.504542 -1.185 0.173 -1.369
S -0.866227 2.953864 4.548547 -0.872 -0.611 -0.204
O -2.105605 3.564627 4.090422 0.861 -0.180 0.141
O -0.542552 3.008314 5.958896 0.171 0.164 -0.517
C -0.783313 1.206511 4.005724 -0.568 0.084 -0.336
H 0.596246 0.119803 2.814461 -0.067 0.565 -0.431
H -0.376277 1.366062 1.915126 0.259 -0.101 -0.186
H 1.862867 2.378592 2.246068 0.572 0.077 -0.157
H 1.843053 1.841083 3.929385 1.219 -0.373 1.143
H 0.022386 3.872176 2.573787 0.247 -0.353 0.774
H 1.040738 4.348717 3.900028 0.350 -0.094 0.585
H -1.770053 0.707651 3.849846 0.667 0.834 0.039
H -0.269847 0.709813 4.789939 0.207 -0.399 1.157
C -1.474052 4.435656 -2.576143 0.220 -0.152 1.295
C -1.233494 3.423090 -3.678621 0.889 1.060 -0.146
C 0.240174 3.676390 -4.099108 -1.607 0.425 -1.278
S 1.106986 4.103974 -2.652141 0.976 -0.344 1.015
O 1.841001 5.319471 -2.812933 0.235 0.772 -0.379
O 1.847355 2.955912 -2.185319 0.084 -0.570 0.188
C -0.268415 4.413399 -1.569523 -1.078 1.170 -0.956
H -2.382347 4.210336 -2.002812 0.026 0.334 -0.358
H -1.502407 5.421906 -3.017173 -0.340 0.384 0.032
H -1.878971 3.696843 -4.525252 0.059 -0.857 0.277
H -1.342550 2.439023 -3.271390 -0.385 -0.638 -0.351
H 0.223661 4.578826 -4.722905 0.267 -0.117 0.108
H 0.674904 2.873523 -4.682151 0.309 -0.174 0.290
H -0.144416 5.452801 -1.154533 0.095 -1.384 0.026
H -0.384062 3.601817 -0.855675 0.204 0.166 0.180
```
Forces are in eV/Å.

The value obtained for the total energy is -94892.2326 eV. The calculation puts the relative energy (zero: lowest compared OMol25 entry of this formula, charge and spin) at 0.0 kJ/mol. The SMILES is O=S1(=O)CCCC1.O=S1(=O)CCCC1.O=S1(=O)CCCC1.O=S1(=O)CCCC1.CC#N.CC#N.CC#N.CC#N.CC#N. The charge is 0. For the LUMO energy, the calculation gives 0.2 eV.

---

Computed, not measured: a structure of composition C30H22NPTl, with ωB97M-V/def2-TZVPD.

```
55
Properties=species:S:1:pos:R:3:forces:R:3
Tl -0.224117 -1.883101 0.807958 -0.016 -0.003 -0.022
C 6.364197 -1.325627 -1.372635 0.013 0.013 0.000
C 5.505965 -2.287960 -0.858027 0.009 -0.022 -0.005
C 4.279231 -1.914296 -0.331209 -0.011 -0.016 0.018
C 3.898106 -0.573786 -0.290558 0.064 0.124 0.020
C 4.768373 0.384292 -0.808595 -0.021 -0.011 0.012
C 5.991488 0.011024 -1.349347 -0.001 -0.014 -0.006
P 2.259199 -0.198476 0.442974 -0.034 -0.150 0.018
C 1.961086 1.505897 -0.147276 -0.061 0.009 0.026
C 1.661656 1.680792 -1.499103 0.000 -0.021 -0.031
C 1.348134 2.932192 -2.001172 0.005 0.039 -0.007
C 1.309318 4.031928 -1.151831 0.000 -0.013 0.008
C 1.593619 3.867129 0.194964 -0.005 -0.005 -0.006
C 1.920499 2.612278 0.695555 0.009 0.024 0.014
C 2.657369 0.088464 2.202299 0.199 0.032 -0.055
C 3.908278 0.451399 2.635597 -0.059 -0.056 -0.043
C 4.115568 0.835724 3.976690 -0.058 0.010 0.054
C 3.055116 0.895971 4.837432 0.082 0.011 -0.023
C 1.752259 0.528149 4.421888 -0.004 0.017 0.016
C 0.643659 0.627770 5.294170 -0.065 -0.020 0.005
C -0.598506 0.266306 4.852311 0.061 0.021 0.026
C -0.771350 -0.252911 3.549839 0.013 -0.031 -0.020
C 0.261800 -0.386254 2.646156 -0.144 0.060 0.043
C 1.542117 0.062397 3.093493 -0.011 -0.030 -0.007
H 7.317866 -1.617862 -1.795003 -0.003 0.005 0.005
H 5.788168 -3.333597 -0.877469 -0.005 0.008 -0.001
H 3.600602 -2.668852 0.052330 -0.001 0.004 -0.004
H 4.484401 1.429699 -0.789217 0.008 -0.003 -0.002
H 6.655151 0.767594 -1.750338 0.000 -0.005 0.000
H 1.665188 0.822520 -2.163062 -0.010 -0.005 0.017
H 1.116875 3.048008 -3.052853 -0.005 0.001 0.006
H 1.045484 5.008685 -1.537745 0.004 -0.002 -0.001
H 1.554609 4.715144 0.867607 -0.003 0.003 -0.008
H 2.134912 2.495341 1.750543 -0.014 -0.004 -0.011
H 4.741719 0.462656 1.944128 0.019 0.018 -0.008
H 5.108785 1.113298 4.308966 0.000 -0.005 -0.001
H 3.196981 1.232318 5.859686 0.001 -0.004 -0.005
H 0.796262 1.000608 6.301540 -0.001 -0.006 -0.005
H -1.457118 0.362318 5.508380 -0.002 0.006 -0.003
H -1.778765 -0.554172 3.267640 0.038 -0.008 0.015
C -1.553550 -0.151268 -0.495917 -0.035 0.038 -0.044
C -2.326012 0.497630 0.507647 0.080 0.005 0.002
C -1.906102 1.714228 1.108656 -0.015 0.030 -0.014
C -2.598546 2.297045 2.137810 -0.033 -0.019 -0.014
C -3.768578 1.705139 2.644096 0.053 -0.093 -0.098
C -4.211550 0.507916 2.064978 0.028 0.045 -0.047
C -3.518428 -0.071805 1.027970 -0.041 -0.013 0.021
C -4.488826 2.299272 3.716451 -0.061 0.091 0.137
N -5.073949 2.781335 4.587498 0.006 -0.013 -0.025
H -0.825134 0.467946 -1.014893 -0.010 -0.033 0.031
H -2.093877 -0.835379 -1.145129 0.019 -0.005 0.002
H -0.996548 2.179979 0.747316 0.026 0.001 -0.004
H -2.237443 3.219579 2.576414 -0.013 0.002 0.013
H -5.114094 0.040674 2.440399 -0.006 0.001 0.010
H -3.884439 -0.997107 0.596187 0.012 -0.005 -0.001
```
Forces are in eV/Å.

The value obtained for the total energy is -46940.0561 eV. The charge is -1. For the LUMO energy, the calculation gives 2.5 eV.

---

Computed, not measured: a cluster of 2 separate species, C33H36N4O3 in total at a distorted geometry, with ωB97M-V/def2-TZVPD.

```
76
Properties=species:S:1:pos:R:3:forces:R:3
C 7.214183 -2.314054 -1.263037 -0.098 0.126 -0.263
N 6.156408 -2.755112 -0.381909 -0.233 0.187 0.009
C 6.448053 -3.989175 0.306142 -0.035 -0.118 0.422
C 4.948327 -2.117658 -0.291011 0.120 -0.211 0.018
C 4.109492 -2.273751 0.852001 -0.165 0.206 -0.109
C 2.908355 -1.599756 0.932078 0.166 -0.190 -0.235
C 2.418200 -0.855072 -0.174007 -0.387 0.370 -0.167
C 1.150850 -0.208754 -0.114794 0.602 -0.600 0.536
C 0.573240 0.482846 -1.164207 -1.220 0.876 -0.659
C -0.613984 1.239021 -1.029487 1.241 -1.151 0.273
C -1.242386 1.755102 -2.234435 -0.396 0.410 -0.713
C -1.137806 1.061431 -3.462373 -0.014 0.147 0.304
C -1.728915 1.559243 -4.610647 -0.271 0.610 -0.020
C -2.384686 2.816204 -4.599195 0.269 -0.244 0.670
N -2.961364 3.324648 -5.773950 -0.187 0.162 -0.455
C -4.389807 3.375910 -5.995492 0.183 -0.018 0.403
C -2.176471 3.912537 -6.837194 0.158 -0.285 0.309
C -2.451595 3.532477 -3.376122 -0.151 -0.449 -0.749
C -1.936110 2.985667 -2.214008 0.240 -0.225 0.067
C -1.226829 1.491259 0.278085 -0.460 0.276 0.476
C -0.473993 1.795704 1.431115 -0.064 -0.027 -0.252
C -1.095635 2.074292 2.640517 -0.668 -0.154 0.084
C -2.496871 1.935663 2.781326 0.286 -0.126 -0.668
N -3.120537 2.182707 4.020243 -0.041 0.227 0.541
C -3.840071 3.409998 4.292035 0.192 -0.160 -0.424
C -3.296753 1.135890 5.003141 0.276 -0.127 -0.289
C -3.249974 1.558731 1.645324 0.399 0.384 0.428
C -2.634163 1.432086 0.410920 0.161 -0.200 -0.173
C 3.240109 -0.721067 -1.319803 0.775 -0.221 0.337
C 4.505595 -1.274850 -1.345698 -0.537 0.321 -0.085
H 7.026389 -1.278405 -1.551690 0.305 -0.155 0.025
H 8.172142 -2.378094 -0.726408 -0.245 0.078 -0.150
H 7.289673 -2.933263 -2.171859 -0.045 0.130 0.186
H 5.584226 -4.276124 0.904861 0.270 -0.198 -0.077
H 6.666304 -4.795630 -0.411539 -0.105 0.234 0.110
H 7.327022 -3.869750 0.957428 -0.231 -0.069 -0.069
H 4.442753 -2.891049 1.683510 -0.128 0.293 -0.142
H 2.316555 -1.625744 1.847143 0.022 -0.199 -0.264
H 0.581362 -0.315307 0.809123 0.098 -0.168 -0.122
H 1.001797 0.405017 -2.175243 -0.210 0.208 0.678
H -0.625245 0.099878 -3.493946 -0.241 0.197 0.028
H -1.731024 0.976928 -5.534294 0.091 0.230 0.254
H -4.889635 2.908314 -5.142906 -0.117 0.110 -0.213
H -4.736136 4.414947 -6.105173 -0.083 -0.143 0.056
H -4.654644 2.832962 -6.916959 -0.023 0.057 0.202
H -1.122068 3.857086 -6.553144 -0.090 0.108 -0.250
H -2.332955 3.378308 -7.786452 0.119 0.101 0.080
H -2.461423 4.966329 -6.990171 0.147 -0.142 0.010
H -2.914254 4.520522 -3.371905 0.048 -0.311 0.020
H -2.024708 3.536775 -1.278809 0.096 -0.136 -0.185
H 0.610600 1.839410 1.359834 -0.210 0.220 -0.002
H -0.517306 2.414122 3.501032 -0.142 -0.227 -0.216
H -3.685298 4.087451 3.446760 -0.143 0.058 0.238
H -4.918545 3.232559 4.424398 0.071 0.057 -0.078
H -3.467628 3.887261 5.211456 -0.041 -0.027 -0.170
H -2.775190 0.241631 4.644018 -0.167 0.059 0.280
H -2.878369 1.436844 5.975670 -0.054 -0.125 -0.123
H -4.363126 0.899207 5.151576 0.164 -0.046 -0.041
H -4.322682 1.390586 1.755999 0.296 0.162 -0.082
H -3.248870 1.231028 -0.466140 0.209 -0.104 0.183
H 2.894876 -0.146194 -2.177947 0.193 -0.152 0.246
H 5.143740 -1.084109 -2.201501 -0.170 -0.212 0.057
O -0.430421 -2.118070 1.334243 -0.102 1.385 0.256
C -0.403351 -2.704802 2.433937 0.116 -1.336 -0.030
C -0.243019 -4.172250 2.478271 -0.247 1.229 -0.170
N -0.430197 -4.901802 1.253922 -0.112 -0.696 -0.911
O -0.089628 -6.113378 1.258637 -0.457 1.424 -0.277
O -0.926102 -4.337417 0.258846 0.761 -1.409 1.474
C 0.128238 -4.836031 3.639812 -0.095 0.241 0.184
C 0.255328 -4.118337 4.822665 0.093 -0.546 0.106
C -0.084011 -2.755115 4.874447 -0.184 0.148 -0.574
C -0.468405 -2.070083 3.736670 0.349 -0.181 -0.144
H 0.286045 -5.910794 3.591546 0.051 0.243 0.079
H 0.588476 -4.640061 5.714973 -0.131 0.123 -0.043
H -0.045994 -2.225297 5.823210 -0.021 -0.094 -0.054
H -0.740154 -1.012227 3.756542 0.152 -0.219 0.020
```
Forces are in eV/Å.

The value obtained for the total energy is -46901.4124 eV. The calculation puts the relative energy (zero: lowest compared OMol25 entry of this formula, charge and spin) at 71.3 kJ/mol. The charge is 0. For the LUMO energy, the calculation gives -2.1 eV.

---

Computed, not measured: an isolated molecule of C12H14BrN3O, with ωB97M-V/def2-TZVPD.

```
31
Properties=species:S:1:pos:R:3:forces:R:3
Br -2.151567 -1.699992 -2.491806 -0.039 0.120 0.193
C -2.452738 -0.736378 -0.872004 -0.123 -0.106 -0.148
C -3.746094 -0.533386 -0.435151 0.035 -0.119 -0.213
C -3.934228 0.166329 0.747544 0.127 0.020 0.032
C -2.857097 0.639171 1.465558 0.204 0.028 0.055
C -1.550346 0.425726 1.014956 -0.360 -0.055 -0.063
C -1.351513 -0.272237 -0.172799 0.258 0.068 0.052
H -0.365935 -0.458303 -0.567641 0.087 -0.005 0.009
O -0.569885 0.944679 1.791870 -0.308 0.041 0.106
C 0.786789 0.731664 1.455938 0.353 -0.154 0.057
C 1.247476 -0.686768 1.813426 -0.098 0.213 -0.218
C 2.591810 -1.070250 1.197146 -0.036 0.125 0.300
H 2.768771 -2.128788 1.395528 0.043 -0.011 -0.072
C 3.784260 -0.286541 1.756483 -0.086 -0.707 -0.006
N 3.863537 1.053613 1.244003 0.164 0.497 -0.470
C 4.163108 1.476114 0.002854 -0.053 0.059 0.206
N 4.115766 2.785408 -0.054601 0.142 0.204 -0.599
C 3.777426 3.138577 1.200175 0.011 -0.292 -0.059
N 3.615979 2.120565 2.011992 -0.114 0.134 0.839
H 3.652677 4.154884 1.510547 -0.053 0.224 0.152
H 4.412902 0.824515 -0.809104 0.052 -0.244 -0.165
H 4.712391 -0.808221 1.501064 -0.072 0.096 0.114
H 3.710220 -0.204474 2.842683 0.099 0.006 -0.110
H 2.553451 -0.938340 0.113058 0.035 -0.086 -0.057
H 0.492251 -1.395525 1.465156 0.008 0.006 0.052
H 1.299565 -0.775134 2.899872 -0.038 -0.038 0.046
H 0.958908 0.943104 0.392434 -0.007 0.031 0.062
H 1.329820 1.472294 2.047771 -0.076 -0.122 -0.213
H -2.993818 1.184402 2.385324 -0.019 0.070 0.119
H -4.936541 0.339505 1.107806 -0.090 0.028 0.050
H -4.583677 -0.909687 -1.000207 -0.045 -0.032 -0.050
```
Forces are in eV/Å.

The value obtained for the total energy is -89231.1053 eV. The SMILES is Brc1cccc(OCCCCn2cncn2)c1. The charge is 0. For the LUMO energy, the calculation gives 0.7 eV.

---

What is the formula in the second record?
C30H22NPTl